DFT (ωB97M-V with the def2-TZVPD basis set) results for a structure of composition C26H25N10O2OsS2.

**Spin multiplicity**: 5
**Net charge**: +3
**LUMO (spin up / spin down)**: -9.423 / -13.180 eV
**Molecular weight**: 763.92 g mol⁻¹

Element x y z (Å)
Os1 1.59905 0.01930 -0.78658
N1 5.91733 0.45908 -0.78287
C1 4.90107 -0.37301 -0.64595
N2 3.76624 0.18568 -1.05103
C2 4.16964 1.44819 -1.46453
N3 5.47685 1.61524 -1.33636
C3 3.16527 2.39537 -1.88839
C4 3.48861 3.76405 -2.23160
N4 2.52750 4.52142 -2.72151
C5 1.26735 4.01151 -2.85411
C6 0.96705 2.77546 -2.37610
N5 1.94662 1.96005 -1.88281
H1 6.91340 0.22202 -0.70231
H2 4.99170 -1.39548 -0.29070
H3 4.51611 4.04810 -2.05961
H4 0.49645 4.68270 -3.25488
H5 -0.03227 2.42712 -2.33213
C7 -6.49353 -0.20601 2.54603
C8 -5.15932 0.02381 1.77242
C9 -5.18789 0.29665 0.38753
C10 -4.06903 0.70088 -0.21757
C11 -2.82891 0.75893 0.43717
C12 -2.74565 0.57235 1.86338
C13 -3.95559 0.16872 2.46421
S1 -1.46251 1.30611 -0.40778
O1 -1.88053 1.85632 -1.66756
O2 -0.54058 2.05620 0.42197
N6 -0.44055 -0.06670 -0.91518
C14 -0.81779 -1.15744 -1.54812
C15 -2.07306 -1.37633 -2.17402
C16 -2.48833 -2.66317 -2.52002
C17 -1.60436 -3.75516 -2.40374
C18 -0.30808 -3.55703 -1.90446
C19 0.57637 -4.56157 -1.62545
C20 1.81908 -4.33342 -1.03862
C21 2.13205 -3.04597 -0.77414
N7 1.28771 -2.02704 -0.95436
C22 0.11563 -2.28710 -1.56047
H6 -6.33548 -0.81766 3.43380
H7 -7.27549 -0.70958 1.97260
H8 -6.82546 0.78562 2.87355
H9 -6.09716 0.37334 -0.19481
H10 -4.23283 1.01799 -1.24069
H11 -1.81334 0.66280 2.45128
H12 -3.88220 -0.12355 3.49731
H13 -2.75464 -0.57881 -2.40150
H14 -3.53341 -2.77355 -2.86134
H15 -2.03532 -4.74651 -2.70265
H16 0.19823 -5.60167 -1.78319
H17 2.47211 -5.10976 -0.90350
H18 3.09294 -2.70535 -0.31034
C23 -0.14675 -1.71632 2.67017
C24 1.27773 -1.11557 2.88857
C25 1.52862 0.32254 2.42196
N8 2.02468 0.64819 1.24228
N9 2.31683 1.97435 1.05401
C26 1.94744 2.70753 2.10475
N10 2.09392 4.05454 2.18114
S2 1.26407 1.72967 3.40056
H19 -0.09879 -2.74078 3.15178
H20 -0.42034 -1.81295 1.62735
H21 -0.95747 -1.21887 3.13380
H22 2.02972 -1.80558 2.38557
H23 1.49315 -1.17352 3.93816
H24 2.40959 4.56139 1.34309
H25 2.30653 4.44224 3.10655

Forces on the atoms, in the same order (eV/Å):
0.225 0.383 -1.349
-0.507 0.158 -0.797
-0.611 -1.311 0.216
0.060 0.633 0.167
1.583 -1.138 0.958
-0.594 0.426 -0.087
1.914 2.111 -0.351
-1.573 -2.174 -0.110
0.088 0.110 0.014
1.113 1.067 0.279
0.734 -0.615 0.374
-2.203 -0.628 0.045
-0.545 0.491 0.011
0.104 0.336 0.018
-0.014 0.686 -0.294
0.449 -0.383 0.085
-0.493 -0.300 -0.181
1.843 -0.474 -0.778
-3.706 -0.284 0.626
-0.797 0.148 0.146
-0.271 0.180 -1.649
-0.511 -0.252 3.050
-1.513 -0.605 -0.562
3.460 0.135 0.585
5.178 -0.104 -3.454
-1.005 0.083 0.826
-1.608 -0.850 -0.047
1.597 3.481 2.667
-2.594 -3.616 -2.435
1.163 0.054 0.820
0.797 -1.321 -0.160
-2.902 0.172 -0.772
-0.584 0.337 -0.502
0.507 -2.838 0.480
-2.428 0.420 -1.458
1.987 2.331 1.434
0.704 0.134 -0.350
-2.146 2.628 0.973
0.243 0.209 0.181
0.195 0.433 -0.340
-0.152 0.099 0.012
-0.241 -0.383 0.361
0.816 0.088 -0.097
-0.693 0.061 -0.669
-0.339 0.099 0.356
-0.055 0.493 0.278
0.874 -0.225 0.000
0.974 0.870 0.467
0.716 0.865 -0.024
1.557 -1.705 0.580
-0.848 -0.792 -0.513
1.463 -1.533 0.306
-0.021 -0.200 -1.272
0.078 -0.234 -0.524
-0.453 0.143 1.561
-0.552 0.689 1.272
0.580 -0.542 -0.874
0.064 -0.365 0.231
0.442 -0.066 -0.448
-0.229 1.043 -0.762
0.197 -0.161 -0.395
-0.516 0.820 0.831
-0.860 1.014 0.469
0.205 0.093 0.575
-0.127 -0.462 0.839
-0.217 0.039 -0.836